[1]
A molecular structure, C10H20IO20S5Ti, computed with ωB97M-V/def2-TZVPD.

CARTESIAN COORDINATES (ANGSTROEM)
I  -6.56190  1.27416  -1.40443
Ti  -2.71204  -0.03985  -0.41940
S  1.30847  -4.32789  -1.94905
S  0.92972  3.14022  -4.18029
S  -3.06758  5.34246  2.75928
S  -3.32054  -3.34695  3.87408
S  2.59008  0.26421  1.95439
O  2.53560  2.96278  -4.46543
O  2.65069  -3.37824  -2.00738
O  4.05023  -0.40581  1.50514
O  -4.60100  5.69024  2.46825
O  0.60766  3.36459  -5.74523
O  -4.46848  -4.47746  3.27600
O  0.02487  -3.61297  -1.97172
O  -2.55864  4.27000  1.87187
O  -2.76926  5.25169  4.22871
O  2.64706  1.74829  1.89401
O  2.86068  -0.31613  3.49519
O  -3.15839  -2.15545  3.04667
O  -2.52447  6.82260  2.17836
O  1.57382  -5.32824  -0.99936
O  0.41810  1.79960  -3.78383
O  -2.05881  -4.29766  3.58538
O  1.71148  -4.99037  -3.40822
O  0.62762  4.35139  -3.43630
O  -3.56158  -3.11851  5.33016
O  1.45767  -0.40221  1.30096
C  -3.88439  -5.79526  3.19309
C  1.62329  2.98907  -6.61680
C  2.72166  -4.27223  -4.16172
C  2.89000  3.22929  -5.80058
C  4.44437  -1.48448  2.32247
C  3.62580  -3.73196  -2.92499
C  3.45212  -1.62364  3.51477
C  -2.34671  -5.66574  3.47544
C  -4.72186  7.10562  2.66579
C  -3.49265  7.73614  1.98703
H  3.56704  2.42128  -6.07778
H  -4.72795  7.35032  3.72794
H  4.14297  -2.78556  -3.08295
H  3.20562  4.26811  -5.89711
H  1.47795  1.93281  -6.84333
H  2.78910  -2.46540  3.31495
H  -5.60704  7.50535  2.17103
H  -1.76538  -6.01330  2.62141
H  -3.70815  7.96475  0.94329
H  2.38701  -3.40750  -4.73474
H  -2.09932  -6.19664  4.39470
H  3.83072  -1.70228  4.53388
H  -4.46037  -6.35872  3.92716
H  -3.22960  8.64493  2.52836
H  -4.15760  -6.37882  2.31394
H  4.34214  -4.42103  -2.47761
H  4.59730  -2.36584  1.69963
H  3.33783  -4.89989  -4.80554
H  5.46908  -1.25513  2.61484
H  1.66602  3.59125  -7.52435

Computed properties:
HOMO-LUMO gap (spin up / spin down), eV: 5.62 / 4.98
2S+1: 4
Expectation value of S²: 3.753
HOMO energy (spin up / spin down), eV: -6.6 / -6.6
LUMO (spin up / spin down), eV: -0.98 / -1.59

---

[2]
CH5N3S2 in the gas phase, computed with ωB97M-V/def2-TZVPD.

CARTESIAN COORDINATES (ANGSTROEM)
S  -0.82379  1.94339  1.44487
S  -0.82846  1.30349  -0.78802
N  1.38501  0.10599  0.64953
N  0.71377  1.08642  -1.18346
N  1.51294  0.43325  -0.52377
C  -1.52089  -0.15043  -1.12912
H  -1.34438  0.64128  1.85238
H  -2.58927  -0.16237  -1.03348
H  -0.89633  -1.09479  -1.05675
H  2.36018  0.24833  -0.99403
H  2.19163  -0.44861  0.96929

Computed properties:
HOMO-LUMO gap (spin up / spin down), eV: 7.67 / 7.67
HOMO energy (spin up / spin down), eV: -7.5 / -7.5
LUMO (spin up / spin down), eV: 0.20 / 0.20

---

[3]
A molecular structure, C24H23AsBF5N10O7Rb, computed with ωB97M-V/def2-TZVPD.

CARTESIAN COORDINATES (ANGSTROEM)
Rb  0.12917  0.47838  0.77108
As  -3.36454  0.12024  0.66775
F  -2.02577  1.63049  5.01385
F  -0.54533  0.80850  3.67397
F  -3.82129  1.89961  3.14027
F  -1.91961  2.61920  2.32508
F  -2.33160  -0.33375  4.16670
O  -2.53669  -3.53199  1.36126
O  -1.51273  -1.55116  1.23770
O  -1.06975  -6.49217  4.88193
O  4.09894  -3.36758  3.84282
O  1.26772  -1.85696  1.46961
O  3.31992  -1.44455  3.28607
O  0.91998  -6.39281  5.69598
N  -0.81765  1.67559  -2.51000
N  2.19935  0.72014  -1.77954
N  2.71069  2.20469  -3.72391
N  0.05518  -6.00226  4.91183
N  1.59936  3.16682  -1.67603
N  3.12000  0.86541  -0.79806
N  1.03329  3.10914  -0.45589
N  0.32924  1.57780  -3.21680
N  2.44512  3.02105  -4.76676
N  3.18719  -2.64341  3.44244
C  3.45204  -0.36290  -0.43173
C  1.08709  4.33706  0.02997
C  1.86557  -3.22635  3.30553
C  1.69535  5.22036  -0.87952
C  -4.54918  -0.90076  1.81597
C  1.97836  -0.59415  -2.03697
C  0.92933  -2.69638  2.31554
C  0.34363  -4.89048  4.05992
C  2.00560  4.42249  -1.95711
C  1.59561  -4.30461  4.11162
C  4.56769  2.26443  -4.91209
C  3.97530  1.73738  -3.78606
C  -1.76721  1.20446  -3.30263
C  -1.86879  0.88357  3.89177
C  -1.24764  0.78628  -4.54042
C  -3.43129  -1.06504  -0.90285
C  -4.62186  1.51517  0.05360
C  0.09966  1.04653  -4.43523
C  -0.40042  -3.31023  2.38137
C  2.76278  -1.33059  -1.18570
C  3.55834  3.05923  -5.48320
C  -0.64493  -4.37188  3.20064
C  -2.59215  1.48992  2.69016
C  -1.57805  -2.77104  1.57763
B  1.69307  1.93049  -2.58242
H  -2.79106  1.19019  -2.96041
H  -3.35130  -2.07539  -0.50503
H  -4.74615  -0.36855  2.74321
H  4.13372  -0.51316  0.39088
H  -4.37305  -0.91393  -1.43633
H  1.88196  6.27500  -0.76782
H  -1.77340  0.36901  -5.38240
H  -4.85481  2.19552  0.87133
H  2.46804  4.65432  -2.90117
H  1.25832  -0.90044  -2.77891
H  -2.59086  -0.86637  -1.56453
H  -4.06359  -1.85659  2.00941
H  0.90340  0.91314  -5.13884
H  3.59234  3.65375  -6.38415
H  -5.54290  1.05519  -0.31043
H  2.77786  -2.39907  -1.06366
H  5.57118  2.09644  -5.26454
H  -4.15580  2.08108  -0.75366
H  -5.48709  -1.06890  1.28310
H  2.35248  -4.68101  4.78273
H  4.35587  1.07913  -3.02259
H  0.68807  4.54032  1.01242
H  -1.63134  -4.81304  3.18227

Computed properties:
HOMO-LUMO gap (spin up / spin down), eV: 6.66 / 6.69
2S+1: 2
Expectation value of S²: 0.758
HOMO energy (spin up / spin down), eV: -2.7 / -3.0
Charge: -2
LUMO (spin up / spin down), eV: 3.92 / 3.74

---

[4]
2 unconnected molecules or ions with the total composition C2H8NO, computed with ωB97M-V/def2-TZVPD.

CARTESIAN COORDINATES (ANGSTROEM)
O  1.31700  -1.86916  -0.17396
N  -1.09108  0.53375  -1.14777
C  -0.50171  1.15091  -0.19035
C  -0.17117  0.48699  1.09958
H  -0.34311  -0.59748  1.15249
H  -1.58936  1.10204  -1.83280
H  -1.32421  -0.44907  -1.20168
H  0.90227  0.61887  1.35723
H  -0.20924  2.19342  -0.20350
H  1.78500  -2.63274  0.19419
H  1.98744  -1.65938  -0.86137
H  -0.76184  1.12185  1.80794

Computed properties:
HOMO-LUMO gap, eV: 10.58
HOMO energy, eV: -15.5
Charge: +1
LUMO, eV: -4.94

---

Which energy belongs to each record? In order, -5035.5095; -1001.5284; -4786.6899; -210.7270 a.u..
Which energy relative to the best compared isomer or geometry (same formula, charge and spin) belongs to each record? In order, 722.03; 495.80; 0.00; 68.44 kJ/mol.